{
  "formula": "C15H25O8S2",
  "method": "ωB97M-V with the def2-TZVPD basis set",
  "total_charge": -1,
  "e_tot_ev": -54012.2460,
  "multiplicity": 1,
  "lumo_energy_ev": 1.80,
  "orbital_gap_ev": 6.06,
  "homo_ev": -4.27,
  "max_force_ev_per_a": 0.9,
  "symbols": ["C", "C", "C", "C", "C", "C", "C", "C", "C", "O", "O", "H", "H", "H", "H", "H", "H", "H", "H", "H", "O", "S", "O", "O", "C", "C", "C", "H", "H", "H", "H", "H", "H", "H", "H", "O", "S", "O", "O", "C", "C", "C", "H", "H", "H", "H", "H", "H", "H", "H"],
  "xyz": [[-1.0354, -4.7738, -2.2179], [-0.6105, -3.4398, -2.7845], [0.7193, -3.2854, -3.1958], [1.1517, -2.0909, -3.7662], [0.2586, -1.0525, -3.9324], [-1.0618, -1.1974, -3.5256], [-1.5062, -2.3850, -2.9236], [-2.9298, -2.5040, -2.4544], [-3.8594, -3.1401, -3.5249], [-4.4969, -4.1421, -3.1449], [-3.9156, -2.5264, -4.5984], [-0.8308, -5.5548, -2.9482], [-2.0991, -4.8266, -2.0321], [-0.4817, -4.9925, -1.3082], [1.3960, -4.1189, -3.0683], [2.1811, -1.9807, -4.0774], [0.6088, -0.1371, -4.3914], [-1.7847, -0.4080, -3.6753], [-3.2691, -1.5048, -2.1768], [-2.9419, -3.0901, -1.5407], [0.1965, -2.5134, 0.4131], [0.0127, -1.1237, 0.6879], [0.9584, -0.1557, 0.2175], [-0.1391, -0.9335, 2.2701], [0.8712, -1.5232, 3.1043], [2.1401, -0.6935, 3.1528], [-1.5977, -0.6324, 0.2147], [1.0707, -2.5426, 2.7686], [0.4210, -1.5829, 4.0941], [2.6465, -0.6882, 2.1884], [2.8234, -1.1027, 3.8981], [1.9117, 0.3403, 3.4139], [-2.3155, -1.3462, 0.6093], [-1.6084, -0.6455, -0.8743], [-1.7959, 0.3696, 0.5881], [3.2495, 5.2494, 2.6670], [1.9179, 5.1850, 3.1880], [1.5439, 4.1231, 4.0692], [0.8881, 5.2703, 1.9854], [1.0655, 4.3608, 0.8714], [0.5560, 2.9678, 1.1698], [1.5045, 6.7231, 3.9391], [2.1156, 4.3507, 0.5772], [0.4988, 4.8074, 0.0568], [1.1649, 2.4759, 1.9268], [0.5838, 2.3548, 0.2698], [-0.4683, 3.0055, 1.5431], [1.7529, 7.5266, 3.2517], [2.0948, 6.8027, 4.8491], [0.4441, 6.7212, 4.1759]],
  "nbo_charge": [-0.648, -0.004, -0.209, -0.233, -0.234, -0.208, 0.018, -0.553, 0.766, -0.778, -0.768, 0.210, 0.247, 0.208, 0.194, 0.195, 0.196, 0.210, 0.192, 0.202, -0.929, 2.389, -0.950, -0.726, -0.076, -0.641, -0.898, 0.200, 0.188, 0.229, 0.209, 0.217, 0.258, 0.284, 0.243, -0.943, 2.390, -0.936, -0.728, -0.077, -0.646, -0.887, 0.201, 0.194, 0.225, 0.246, 0.210, 0.248, 0.249, 0.251]
}